Record 1
C32H58AgB2NO22 | the ωB97M-V functional and the def2-TZVPD basis

Structure (ORCA input):
```
! wB97M-V def2-TZVPD RIJCOSX def2/J DEFGRID3
* xyz -1 2
Ag -3.34 -6.90 19.48
O -2.09 -3.91 20.49
C -0.90 -4.13 20.77
O 0.03 -3.19 20.80
B 1.31 -3.85 21.20
O 0.95 -5.34 21.32
C -0.31 -5.48 21.02
O -0.96 -6.52 20.93
O 2.00 -3.46 22.47
C 3.29 -3.45 22.34
O 4.10 -3.34 23.18
C 3.59 -3.48 20.78
O 2.35 -3.63 20.22
O 4.62 -3.43 20.20
O -4.12 -6.13 21.57
C -4.04 -5.54 22.64
O -2.93 -5.13 23.20
B -3.10 -4.54 24.56
O -4.57 -4.66 24.73
C -5.20 -5.20 23.72
O -6.36 -5.45 23.63
O -2.81 -3.15 24.61
C -1.91 -2.87 25.55
O -1.39 -1.84 25.78
C -1.75 -4.22 26.37
O -2.36 -5.15 25.61
O -1.28 -4.36 27.46
C -3.46 -10.31 18.46
C -4.58 -10.87 19.30
C -4.08 -12.09 19.96
C -5.03 -12.54 21.03
C -5.07 -11.42 22.14
C -5.52 -10.11 21.62
N -4.97 -9.91 20.30
O -5.13 -8.68 19.85
C -4.94 -8.97 22.49
C -7.10 -9.97 21.55
C -5.79 -11.06 18.34
H -3.72 -9.35 17.95
H -3.28 -11.08 17.69
H -2.54 -10.15 19.07
H -3.07 -11.95 20.37
H -4.09 -12.94 19.24
H -4.71 -13.54 21.39
H -6.00 -12.68 20.61
H -4.03 -11.23 22.47
H -5.58 -11.83 23.03
H -5.28 -7.98 22.17
H -3.87 -8.97 22.47
H -5.32 -9.06 23.51
H -7.48 -10.35 22.47
H -7.59 -10.57 20.79
H -7.41 -8.97 21.25
H -6.54 -11.79 18.70
H -5.42 -11.27 17.34
H -6.34 -10.13 18.36
C -0.41 -6.10 16.26
C -1.91 -6.56 16.41
C -2.50 -7.12 15.08
O -2.00 -7.51 17.50
H -0.36 -5.42 15.41
H 0.20 -6.94 15.93
H 0.16 -5.65 17.07
H -2.50 -5.68 16.69
H -2.52 -6.35 14.30
H -3.56 -7.32 15.28
H -2.09 -8.07 14.74
H -1.12 -7.66 17.90
C 3.87 -8.28 18.89
C 3.04 -7.23 18.23
C 3.40 -7.03 16.75
O 1.61 -7.44 18.39
H 3.89 -9.20 18.25
H 3.63 -8.42 19.95
H 4.91 -7.92 18.94
H 3.35 -6.32 18.72
H 4.49 -6.89 16.70
H 2.94 -6.13 16.35
H 3.23 -7.88 16.04
H 1.49 -7.44 19.36
C -3.48 -1.30 15.20
C -2.66 -2.37 15.97
C -2.17 -1.82 17.33
O -3.31 -3.64 16.04
H -4.32 -0.93 15.82
H -3.84 -1.67 14.25
H -2.86 -0.43 15.00
H -1.80 -2.61 15.31
H -3.06 -1.60 17.97
H -1.61 -0.87 17.22
H -1.56 -2.48 17.91
H -3.64 -3.73 16.98
C -0.13 -8.92 24.13
C -0.04 -9.86 22.97
C 0.11 -11.28 23.42
O -1.20 -9.72 22.09
H -0.26 -7.89 23.91
H 0.79 -8.88 24.64
H -0.94 -9.22 24.82
H 0.94 -9.59 22.51
H 0.76 -11.21 24.25
H 0.53 -12.02 22.74
H -0.88 -11.54 23.79
H -1.20 -8.79 21.86
C -6.24 -2.98 19.43
C -5.77 -4.38 19.04
C -6.61 -4.85 17.89
O -4.35 -4.44 18.60
H -7.32 -3.02 19.66
H -6.19 -2.33 18.57
H -5.73 -2.51 20.23
H -5.84 -5.05 19.88
H -6.31 -5.77 17.39
H -6.54 -4.07 17.14
H -7.66 -5.00 18.12
H -3.85 -4.38 19.44
*
```

Properties
HOMO-LUMO gap (spin up / spin down) = 8.8 / 8.9 eV
E_tot = -3161.30217 hartree
E_HOMO (spin up / spin down) = -6.89 / -7.41 eV
Max |F| = 3.714 eV/A
LUMO level (spin up / spin down) = 1.93 / 1.48 eV

Record 2
C25H39F4NO20S3 | the ωB97M-V functional and the def2-TZVPD basis

Structure (ORCA input):
```
! wB97M-V def2-TZVPD RIJCOSX def2/J DEFGRID3
* xyz 0 1
O 8.16 -5.59 5.08
C 8.09 -6.56 4.39
O 9.08 -7.44 4.16
C 8.50 -8.64 3.58
C 7.14 -8.18 3.09
F 6.15 -9.06 3.38
O 6.94 -6.99 3.83
H 9.14 -8.90 2.75
H 8.32 -9.40 4.34
H 7.15 -7.94 2.03
O 5.69 -5.93 -0.80
C 6.82 -5.90 -0.44
O 7.37 -6.72 0.46
C 8.73 -6.39 0.70
C 8.97 -5.29 -0.37
F 9.72 -5.73 -1.45
O 7.70 -4.96 -0.85
H 9.02 -5.99 1.67
H 9.44 -7.16 0.39
H 9.42 -4.38 0.03
O 11.12 -8.87 0.00
C 10.94 -9.89 0.58
O 11.87 -10.72 1.08
C 11.27 -11.54 2.07
C 9.82 -11.58 1.60
F 8.89 -11.57 2.59
O 9.70 -10.33 0.97
H 11.69 -12.55 2.07
H 11.36 -11.04 3.04
H 9.66 -12.46 0.96
O 7.90 -3.19 1.60
C 8.32 -2.86 2.66
O 9.52 -2.32 2.94
C 9.72 -2.61 4.32
C 8.33 -2.51 4.91
F 8.10 -1.20 5.22
O 7.58 -2.98 3.80
H 10.14 -3.61 4.46
H 10.40 -1.94 4.84
H 8.21 -3.15 5.78
C 4.83 -4.51 3.24
N 4.54 -3.07 3.11
O 4.46 -2.65 1.98
O 4.28 -2.44 4.10
H 5.67 -4.80 2.62
H 3.96 -5.02 2.84
H 5.10 -4.72 4.27
O 5.58 -10.47 -3.79
S 5.07 -10.83 -2.48
O 3.83 -11.59 -2.28
C 6.43 -11.70 -1.66
C 6.55 -11.04 -0.28
C 6.13 -9.56 -0.35
C 5.06 -9.38 -1.42
H 7.27 -11.47 -2.30
H 6.08 -12.72 -1.70
H 6.00 -11.59 0.48
H 7.60 -11.06 0.03
H 7.02 -8.97 -0.57
H 5.81 -9.21 0.63
H 5.10 -8.51 -2.07
H 4.08 -9.29 -0.95
O 8.23 -11.59 7.73
S 8.52 -11.94 6.35
O 9.36 -11.09 5.54
C 9.16 -13.64 6.25
C 8.05 -14.52 5.77
C 7.19 -13.67 4.79
C 6.92 -12.31 5.47
H 9.67 -13.89 7.17
H 9.93 -13.48 5.48
H 8.42 -15.33 5.13
H 7.53 -14.86 6.66
H 6.23 -14.17 4.65
H 7.64 -13.52 3.81
H 6.17 -12.51 6.23
H 6.73 -11.51 4.77
O 4.62 -10.19 5.62
S 5.06 -9.03 6.38
O 6.49 -8.79 6.40
C 4.23 -7.47 5.88
C 3.72 -6.84 7.20
C 4.35 -7.53 8.43
C 4.42 -9.00 8.08
H 3.41 -7.94 5.33
H 4.75 -6.83 5.17
H 3.91 -5.77 7.23
H 2.63 -6.84 7.14
H 3.82 -7.28 9.35
H 5.30 -7.04 8.66
H 3.41 -9.44 8.04
H 4.79 -9.85 8.65
*
```

Properties
HOMO-LUMO gap = 10.1 eV
Energy relative to the best compared isomer or geometry (same formula, charge and spin) = 0.0 kcal per mole
E_tot = -4129.48768 hartree
SMILES = O=C1OC[C@@H](F)O1.O=C1OC[C@@H](F)O1.O=C1OC[C@@H](F)O1.O=C1OC[C@@H](F)O1.C[N+](=O)[O-].O=S1(=O)CCCC1.O=S1(=O)CCCC1.O=S1(=O)CCCC1
E_HOMO = -10.23 eV
Max |F| = 2.610 eV/A
LUMO level = -0.09 eV

Record 3
C49H38Cl2FeGeN2OS4 | the ωB97M-V functional and the def2-TZVPD basis

Structure (ORCA input):
```
! wB97M-V def2-TZVPD RIJCOSX def2/J DEFGRID3
* xyz -1 6
Fe 0.20 -2.32 0.75
S 0.77 -5.62 -2.29
C 1.30 -6.33 -0.82
C 1.10 -5.50 0.24
C 0.51 -4.24 -0.08
C 0.27 -4.18 -1.42
C -0.28 -3.01 -2.11
C -0.54 -2.99 -3.49
C -1.07 -1.85 -4.04
C -1.32 -0.74 -3.25
C -1.02 -0.81 -1.89
N -0.52 -1.93 -1.35
H 1.73 -7.32 -0.84
H 1.40 -5.79 1.25
H -0.32 -3.86 -4.09
H -1.29 -1.81 -5.11
H -1.73 0.15 -3.69
H -0.21 0.78 -0.70
N -0.84 -1.78 2.44
C -0.41 -1.52 3.51
C 0.10 -1.20 4.75
C -0.42 -1.79 5.97
C 0.12 -1.44 7.18
C 1.19 -0.52 7.28
C 1.72 0.04 6.09
C 1.22 -0.28 4.86
H -1.24 -2.49 5.91
H -0.29 -1.88 8.08
H 1.61 -0.27 8.25
H 2.57 0.72 6.16
H 1.67 0.11 3.95
Cl -2.52 1.96 4.51
C -1.02 2.41 3.68
Cl -0.79 1.49 2.19
H -0.20 2.19 4.34
H -1.08 3.45 3.42
C -1.20 0.36 -0.93
Ge -2.37 1.82 -1.55
C -2.58 3.27 -0.24
C -2.07 4.54 -0.51
C -2.24 5.58 0.40
C -2.93 5.36 1.59
C -3.46 4.11 1.86
C -3.29 3.07 0.95
C -4.10 0.98 -1.84
C -4.90 1.12 -2.98
C -6.13 0.47 -3.07
C -6.58 -0.33 -2.03
C -5.80 -0.49 -0.90
C -4.57 0.16 -0.80
C -1.46 2.65 -3.08
C -2.01 2.96 -4.32
C -1.22 3.46 -5.35
C 0.14 3.67 -5.15
C 0.70 3.39 -3.92
C -0.09 2.88 -2.89
H -1.58 -0.05 0.01
H -1.53 4.72 -1.43
H -1.83 6.56 0.18
H -3.06 6.17 2.30
H -3.99 3.93 2.78
H -3.70 2.09 1.18
H -4.57 1.73 -3.80
H -6.73 0.59 -3.97
H -7.54 -0.83 -2.11
H -6.14 -1.12 -0.08
H -3.96 0.00 0.08
H -3.07 2.81 -4.50
H -1.67 3.69 -6.31
H 0.75 4.05 -5.96
H 1.76 3.55 -3.75
H 0.38 2.66 -1.93
O 1.99 -1.66 1.01
C 3.22 -1.36 0.46
C 3.62 0.08 0.86
C 2.76 1.00 1.38
C 3.36 2.28 1.59
C 4.67 2.30 1.23
S 5.18 0.77 0.66
C 3.17 -1.45 -1.07
C 3.44 -2.50 -1.89
C 3.12 -2.25 -3.26
C 2.63 -1.00 -3.46
S 2.55 -0.12 -1.99
C 4.22 -2.40 0.98
C 5.52 -2.66 0.66
C 6.09 -3.70 1.45
C 5.20 -4.20 2.36
S 3.68 -3.42 2.24
H 1.73 0.74 1.60
H 2.84 3.13 2.01
H 5.38 3.12 1.29
H 3.82 -3.44 -1.51
H 3.25 -2.97 -4.06
H 2.30 -0.53 -4.39
H 6.06 -2.14 -0.14
H 7.11 -4.06 1.35
H 5.36 -4.99 3.08
*
```

Properties
HOMO-LUMO gap (spin up / spin down) = 4.0 / 7.3 eV
Energy relative to the best compared isomer or geometry (same formula, charge and spin) = 12.0 kcal per mole
E_tot = -7928.56535 hartree
E_HOMO (spin up / spin down) = -1.87 / -5.15 eV
Max |F| = 0.710 eV/A
LUMO level (spin up / spin down) = 2.15 / 2.15 eV

Record 4
C4H3BrClNO4S | the ωB97M-V functional and the def2-TZVPD basis

Structure (ORCA input):
```
! wB97M-V def2-TZVPD RIJCOSX def2/J DEFGRID3
* xyz 0 1
O -1.65 -2.56 0.12
N -1.52 -1.49 0.63
O -1.85 -1.04 1.69
C -0.56 -0.59 -0.33
C -0.87 0.81 -0.14
S 0.77 1.79 0.00
O 1.11 2.37 -1.31
O 0.70 2.58 1.19
C 1.80 0.33 0.09
Br 3.64 0.33 0.08
C 0.85 -0.95 -0.31
Cl 1.44 -2.56 -0.42
H -0.98 -1.07 -1.22
H -1.62 1.18 -0.86
H -1.27 0.88 0.80
*
```

Properties
HOMO-LUMO gap (spin up / spin down) = 8.0 / 8.0 eV
Energy relative to the best compared isomer or geometry (same formula, charge and spin) = 37.4 kcal per mole
E_tot = -3942.10447 hartree
SMILES = O=[N+]([O-])[C@H]1CS(=O)(=O)C(Br)=C1Cl
E_HOMO (spin up / spin down) = -9.46 / -9.46 eV
Max |F| = 7.930 eV/A
LUMO level (spin up / spin down) = -1.47 / -1.47 eV

Record 5
C4H9O | the ωB97M-V functional and the def2-TZVPD basis

Structure (ORCA input):
```
! wB97M-V def2-TZVPD RIJCOSX def2/J DEFGRID3
* xyz -1 1
C 1.09 2.30 -1.83
O 2.19 1.53 -2.03
H 0.64 2.72 -2.76
H 0.20 1.78 -1.37
H 1.28 3.12 -1.09
C -1.40 -0.22 1.11
C -0.67 -1.46 1.58
C -1.12 -2.70 1.45
H -2.20 -0.48 0.42
H -1.66 0.41 1.96
H -0.71 0.35 0.48
H 0.07 -1.21 2.35
H -0.80 -3.58 1.99
H -1.87 -2.87 0.68
*
```

Properties
HOMO-LUMO gap = 5.2 eV
Energy relative to the best compared isomer or geometry (same formula, charge and spin) = 32.3 kcal per mole
E_tot = -232.96751 hartree
E_HOMO = -1.70 eV
Max |F| = 2.290 eV/A
LUMO level = 3.51 eV

Record 6
C9H21NO2 | the ωB97M-V functional and the def2-TZVPD basis

Structure (ORCA input):
```
! wB97M-V def2-TZVPD RIJCOSX def2/J DEFGRID3
* xyz 0 1
O 1.82 -2.02 -1.32
H 2.10 -2.93 -1.37
H 2.30 -1.59 -2.03
C 0.58 1.46 -1.51
C -0.70 0.82 -0.92
C -0.76 -0.66 -1.53
C 0.07 -1.66 -0.65
C -0.24 -1.49 0.93
C 0.08 -0.12 1.45
N -0.58 0.87 0.55
O -0.61 2.15 1.07
C -0.44 0.03 2.91
C 1.59 0.07 1.54
C -1.97 1.54 -1.59
H 0.53 2.54 -1.45
H 1.51 1.07 -1.08
H 0.77 1.25 -2.56
H -1.80 -0.95 -1.66
H -0.31 -0.69 -2.52
H -0.10 -2.68 -1.00
H 1.09 -1.32 -0.85
H 0.35 -2.14 1.58
H -1.28 -1.75 1.09
H -0.05 0.96 3.33
H -0.03 -0.80 3.50
H -1.51 0.22 2.92
H 1.88 1.10 1.72
H 2.13 -0.31 0.67
H 1.95 -0.43 2.44
H -2.18 1.18 -2.59
H -2.85 1.32 -0.98
H -1.88 2.63 -1.60
H -1.45 2.32 1.50
*
```

Properties
HOMO-LUMO gap = 7.8 eV
Energy relative to the best compared isomer or geometry (same formula, charge and spin) = 138.1 kcal per mole
E_tot = -560.47807 hartree
E_HOMO = -7.34 eV
Max |F| = 13.685 eV/A
LUMO level = 0.42 eV

Record 7
C19H23NO6 | the ωB97M-V functional and the def2-TZVPD basis

Structure (ORCA input):
```
! wB97M-V def2-TZVPD RIJCOSX def2/J DEFGRID3
* xyz 0 1
C 3.78 5.73 -0.47
C 4.10 4.73 -1.58
C 4.51 3.38 -1.00
C 4.79 2.35 -2.10
O 3.62 2.09 -2.88
C 2.76 1.20 -2.39
O 2.89 0.58 -1.37
C 1.55 1.06 -3.32
N 0.60 0.15 -2.74
C 0.62 -1.22 -2.98
O 1.30 -1.76 -3.81
C -0.37 -1.80 -2.04
C -0.79 -3.10 -1.86
C -1.74 -3.34 -0.89
C -2.27 -2.31 -0.12
C -3.29 -2.66 0.91
O -3.66 -3.79 1.12
O -3.74 -1.58 1.56
C -4.67 -1.78 2.62
C -4.02 -1.49 3.97
C -2.86 -2.43 4.30
C -3.29 -3.89 4.47
C -1.85 -0.99 -0.30
C -0.90 -0.75 -1.27
C -0.25 0.51 -1.70
O -0.40 1.64 -1.30
H 2.96 5.38 0.14
H 4.65 5.88 0.17
H 3.50 6.69 -0.90
H 4.91 5.12 -2.20
H 3.22 4.60 -2.21
H 3.71 2.99 -0.36
H 5.41 3.49 -0.40
H 5.14 1.41 -1.66
H 5.52 2.73 -2.81
H 1.88 0.66 -4.28
H 1.08 2.04 -3.46
H -0.38 -3.90 -2.46
H -2.10 -4.34 -0.70
H -5.06 -2.80 2.57
H -5.49 -1.07 2.44
H -4.79 -1.58 4.74
H -3.66 -0.46 3.97
H -2.10 -2.36 3.52
H -2.40 -2.09 5.23
H -2.45 -4.48 4.83
H -3.61 -4.31 3.52
H -4.11 -3.97 5.18
H -2.25 -0.18 0.30
*
```

Properties
HOMO-LUMO gap = 9.3 eV
Energy relative to the best compared isomer or geometry (same formula, charge and spin) = 0.2 kcal per mole
E_tot = -1244.09085 hartree
SMILES = CCCCOC(=O)CN1C(=O)c2ccc(C(=O)OCCCC)cc2C1=O
E_HOMO = -10.04 eV
Max |F| = 0.771 eV/A
LUMO level = -0.70 eV

Record 8
C20H30F2O15Pt | the ωB97M-V functional and the def2-TZVPD basis

Structure (ORCA input):
```
! wB97M-V def2-TZVPD RIJCOSX def2/J DEFGRID3
* xyz 0 3
Pt 0.13 2.40 0.14
F 0.82 3.50 1.79
F 0.44 4.07 -1.09
C 4.40 1.10 4.43
C 4.84 0.66 3.07
C 3.96 -0.47 2.49
O 3.17 0.15 1.49
C 3.55 1.42 1.31
O 3.00 2.21 0.63
O 4.58 1.70 2.14
H 3.35 1.41 4.36
H 5.03 1.93 4.75
H 4.53 0.27 5.12
H 5.91 0.42 3.13
H 3.36 -1.06 3.18
H 4.61 -1.18 1.96
C 0.88 -3.98 1.00
C -0.10 -3.11 0.21
C -1.36 -2.82 1.07
O -0.96 -1.64 1.81
C -0.09 -0.97 1.03
O 0.02 0.22 1.09
O 0.52 -1.79 0.21
H 0.81 -3.78 2.07
H 1.92 -3.89 0.70
H 0.61 -5.04 0.91
H -0.36 -3.44 -0.79
H -1.63 -3.54 1.84
H -2.23 -2.49 0.49
C -3.80 -0.47 -4.62
C -3.01 -0.77 -3.35
C -1.50 -0.99 -3.54
O -0.95 -0.21 -2.48
C -1.79 0.71 -2.09
O -1.56 1.65 -1.39
O -3.05 0.43 -2.53
H -3.17 -0.16 -5.45
H -4.54 0.27 -4.33
H -4.38 -1.34 -4.93
H -3.41 -1.58 -2.75
H -1.24 -0.55 -4.50
H -1.19 -2.02 -3.41
C 3.12 -2.82 -2.24
C 3.57 -1.37 -2.32
C 3.40 -0.63 -3.64
O 2.51 0.42 -3.34
C 2.19 0.42 -2.03
O 1.35 1.10 -1.58
O 2.89 -0.56 -1.38
H 3.34 -3.08 -1.20
H 3.75 -3.49 -2.82
H 2.07 -2.90 -2.52
H 4.63 -1.43 -2.05
H 3.05 -1.31 -4.43
H 4.31 -0.19 -4.05
C -5.72 3.99 2.82
C -4.69 2.90 2.81
C -4.82 1.83 1.67
O -3.63 1.96 0.93
C -2.87 2.93 1.43
O -1.83 3.29 0.94
O -3.42 3.48 2.51
H -5.91 4.30 1.79
H -5.36 4.86 3.36
H -6.72 3.81 3.23
H -4.64 2.39 3.77
H -5.71 2.06 1.09
H -4.93 0.81 2.04
*
```

Properties
HOMO-LUMO gap (spin up / spin down) = 5.9 / 6.6 eV
E_tot = -2227.63871 hartree
E_HOMO (spin up / spin down) = -6.03 / -6.74 eV
Max |F| = 2.377 eV/A
LUMO level (spin up / spin down) = -0.14 / -0.14 eV